A molecular structure, C31H23ClF3NP2S3Ti, computed with wB97M-V/def2-TZVPD.

XYZ file:
```
65
Properties=species:S:1:pos:R:3
Ti 0.4648 0.2628 -0.5668
S -0.5335 -1.8861 1.3680
P 1.4267 -1.5149 1.5977
C 1.9794 0.0306 1.2952
P 1.3204 1.3141 2.1481
S -0.4622 2.0139 1.4921
C 2.4813 2.7280 2.0651
C 3.5092 2.7086 1.1313
C 4.3705 3.7951 1.0224
C 4.2202 4.8945 1.8556
C 3.1897 4.9171 2.7906
C 2.3194 3.8424 2.8842
C 1.2174 1.0003 3.9578
C 2.3619 0.9712 4.7494
C 2.2933 0.5725 6.0770
C 1.0753 0.1932 6.6259
C -0.0699 0.2135 5.8405
C 0.0006 0.6131 4.5133
C 1.9936 -2.2018 3.2264
C 1.1508 -2.8637 4.1053
C 1.6335 -3.3547 5.3147
C 2.9683 -3.1904 5.6516
C 3.8210 -2.5222 4.7777
C 3.3332 -2.0279 3.5785
C 2.3642 -2.6456 0.4883
C 2.0305 -3.9938 0.4101
C 2.7490 -4.8514 -0.4088
C 3.8030 -4.3614 -1.1728
C 4.1266 -3.0134 -1.1138
C 3.4123 -2.1579 -0.2831
H 3.6013 1.8473 0.4794
H 5.1562 3.7829 0.2763
H 4.8961 5.7384 1.7725
H 3.0618 5.7776 3.4380
H 1.4994 3.8647 3.5938
H 3.3154 1.2472 4.3126
H 3.1926 0.5411 6.6816
H 1.0233 -0.1319 7.6588
H -1.0193 -0.0995 6.2595
H -0.8793 0.6166 3.8803
H 0.1082 -2.9779 3.8282
H 0.9631 -3.8619 5.9997
H 3.3435 -3.5714 6.5949
H 4.8636 -2.3804 5.0397
H 3.9810 -1.4831 2.8996
H 1.1839 -4.3580 0.9816
H 2.4768 -5.8992 -0.4672
H 4.3572 -5.0254 -1.8268
H 4.9255 -2.6199 -1.7314
H 3.6236 -1.0944 -0.2431
F -3.4689 -1.4888 -4.1314
C -2.8695 -0.4106 -4.6733
F -3.7830 0.1085 -5.5451
F -1.8671 -0.8729 -5.4433
C -2.4340 0.6003 -3.6642
C -2.9631 1.8738 -3.7049
C -2.5747 2.8410 -2.7801
C -1.6449 2.4648 -1.8315
N -1.1317 1.2391 -1.7740
C -1.4786 0.2628 -2.6574
S -0.7080 -1.2300 -2.4156
H -3.6888 2.1200 -4.4699
H -2.9801 3.8421 -2.8063
H -1.2856 3.1531 -1.0754
Cl 2.2032 1.2751 -2.0258
```

Its spin multiplicity is 3. The expectation value of S² is 2.0057. The calculation puts the energy relative to the best compared isomer or geometry (same formula, charge and spin) at 0.0 kJ/mol. The LUMO energy (spin up / spin down) is 4.51 / 4.51 eV. The net charge is -2.